## one
A cluster of 4 separate species, C3H11NO3 in total, computed with ωB97M-V/def2-TZVPD.

Geometry (Å):
O1 2.61 -0.66 -1.13
O2 -0.11 -0.33 -2.57
O3 1.83 0.54 1.87
N1 -1.85 0.70 -0.34
C1 -1.17 -1.02 1.24
C2 -1.92 -0.63 0.20
C3 -1.13 1.64 0.14
H1 -1.29 -1.99 1.74
H2 0.01 0.44 -3.13
H3 1.68 0.83 2.79
H4 -1.57 2.64 0.25
H5 2.73 0.25 1.66
H6 -0.98 -0.28 -2.20
H7 -0.12 1.47 0.63
H8 2.17 -0.73 -1.99
H9 -2.68 -1.30 -0.25
H10 2.27 -1.29 -0.49
H11 -0.47 -0.30 1.59

Calculated values
Total charge: 0
Kohn-Sham gap in eV: 8.820
E_LUMO in eV: 0.200
HOMO level in eV: -8.6


## two
A cluster of 3 separate species, C3H11NO3 in total, computed with ωB97M-V/def2-TZVPD.

Geometry (Å):
O1 -0.85 2.11 2.12
O2 0.79 -0.42 2.05
O3 -2.49 -0.24 -0.47
N1 0.69 -0.45 -0.24
C1 0.34 -1.15 -1.43
C2 0.58 -0.98 0.99
C3 1.09 1.01 -0.28
H1 0.38 -2.06 0.91
H2 -1.64 0.19 -0.60
H3 1.79 1.01 0.54
H4 -0.27 1.70 2.76
H5 0.19 1.66 -0.37
H6 -0.36 -1.99 -1.34
H7 -0.64 1.67 1.26
H8 -2.25 -1.15 -0.68
H9 1.69 1.18 -1.19
H10 1.22 -1.60 -1.91
H11 -0.24 -0.47 -2.13

Calculated values
Total charge: 0
Kohn-Sham gap in eV: 10.540
E_LUMO in eV: 0.383
HOMO level in eV: -10.2


Stability summary: most stable two, least stable one.


## one
A cluster of 3 separate species, C3H11NO3 in total, computed with ωB97M-V/def2-TZVPD.

Geometry (Å):
O1 -0.66 1.57 4.11
O2 0.82 0.22 1.29
O3 0.83 4.67 -3.93
N1 -1.00 -0.96 0.51
C1 -1.39 -2.15 -0.31
C2 0.37 -0.58 0.50
C3 1.13 -1.41 -0.67
H1 -1.33 -0.86 1.50
H2 -0.96 -3.09 -0.04
H3 1.76 4.45 -3.80
H4 0.42 4.19 -3.22
H5 -2.42 -2.17 -0.33
H6 0.49 -1.20 -1.64
H7 2.08 -0.80 -0.69
H8 1.28 -2.44 -0.47
H9 -1.12 -1.93 -1.44
H10 -0.50 0.56 4.29
H11 0.20 1.93 4.34

Calculated values
Total charge: 0
Kohn-Sham gap in eV: 10.309
E_LUMO in eV: 0.562
HOMO level in eV: -9.7


## two
A cluster of 2 separate species, C3H11NO3 in total, computed with ωB97M-V/def2-TZVPD.

Geometry (Å):
O1 0.77 -0.68 -0.97
O2 0.35 2.14 -4.39
O3 1.31 0.41 2.22
N1 -0.95 -0.08 1.49
C1 -1.00 -1.35 0.64
C2 -0.60 -0.95 -0.81
C3 -0.05 0.07 2.55
H1 0.08 -0.97 2.98
H2 -0.73 -1.86 -1.45
H3 -0.43 -2.39 0.88
H4 1.27 1.01 1.53
H5 -1.22 -0.16 -1.17
H6 0.44 3.12 -4.30
H7 1.20 -0.77 -0.14
H8 0.77 1.72 -3.61
H9 -1.98 -1.74 0.69
H10 -0.41 0.84 3.21
H11 -1.95 0.16 1.78

Calculated values
Total charge: 0
Kohn-Sham gap in eV: 10.267
E_LUMO in eV: 0.757
HOMO level in eV: -9.5


## three
A cluster of 2 separate species, C3H11NO3 in total, computed with ωB97M-V/def2-TZVPD.

Geometry (Å):
O1 1.25 -0.44 2.45
O2 -0.18 0.38 -1.96
O3 -2.63 1.08 -0.85
N1 -0.73 -0.98 0.23
C1 1.03 -0.15 -1.28
C2 0.71 -0.52 0.15
C3 0.99 0.39 1.32
H1 1.22 -1.04 -1.81
H2 1.20 -1.42 0.25
H3 -2.15 0.27 -0.92
H4 1.80 0.64 -1.45
H5 -0.94 -1.57 -0.57
H6 -0.10 1.29 -1.86
H7 1.61 1.28 1.04
H8 -0.02 0.90 1.50
H9 2.17 -0.30 2.87
H10 -2.40 1.52 -0.01
H11 -1.14 -1.15 1.12

Calculated values
Total charge: 0
Kohn-Sham gap in eV: 9.625
E_LUMO in eV: 0.602
HOMO level in eV: -9.0


## four
A cluster of 2 separate species, C3H11NO3 in total, computed with ωB97M-V/def2-TZVPD.

Geometry (Å):
O1 1.71 2.28 -0.70
O2 -0.92 -3.53 -1.18
O3 -0.59 -1.38 2.12
N1 -0.27 0.46 0.61
C1 0.36 -0.44 1.57
C2 -0.22 0.74 -0.81
C3 0.37 2.11 -1.10
H1 0.40 -0.05 -1.27
H2 1.15 -1.02 1.09
H3 0.66 0.19 2.40
H4 -0.52 -3.21 -0.37
H5 -1.14 0.68 -1.40
H6 -0.29 1.37 1.03
H7 0.23 2.27 -2.19
H8 -1.69 -4.06 -0.98
H9 -0.23 2.91 -0.67
H10 2.13 1.39 -0.69
H11 -1.15 -0.73 2.54

Calculated values
Total charge: 0
Kohn-Sham gap in eV: 9.966
E_LUMO in eV: 0.786
HOMO level in eV: -9.2


Stability summary: most stable one, least stable three.